# 1
{
  "formula": "C3H7N4S",
  "method": "ωB97M-V/def2-TZVPD",
  "e_above_lowest_kj_mol": 222.6,
  "total_charge": 1,
  "molar_mass_g_mol": 131.2,
  "e_lumo_ev": [-5.5, -5.9],
  "largest_force_ha_per_bohr": 0.03481,
  "orbital_gap_ev": [7.9, 6.3],
  "energy_ha": -735.36695,
  "species": ["C", "C", "C", "N", "N", "N", "N", "S", "H", "H", "H", "H", "H", "H", "H"],
  "coordinates": [[-2.3517, 0.9493, 0.6064], [1.3826, -0.5630, 0.0146], [-1.2699, 1.1550, -0.4109], [-2.7517, -0.2512, 0.7216], [-0.9171, -0.1394, -0.9060], [2.1533, -0.5019, -1.0354], [1.7606, -1.0829, 1.1498], [-1.8960, -1.2371, -0.3310], [-2.7766, 1.7444, 1.1953], [-1.6599, 1.7480, -1.2533], [-0.4110, 1.7121, -0.0308], [1.7921, -0.1095, -1.8906], [3.1142, -0.8483, -1.0574], [1.1378, -1.1084, 1.9384], [2.6931, -1.4671, 1.2895]],
  "mulliken_charge": [0.028, 0.273, -0.356, -0.394, -0.098, -0.343, -0.338, 0.309, 0.414, 0.349, 0.283, 0.244, 0.201, 0.230, 0.198]
}



# 2
{
  "formula": "C30H38N3O6PtS2Si2",
  "method": "ωB97M-V/def2-TZVPD",
  "e_above_lowest_kj_mol": 85.0,
  "total_charge": 1,
  "molar_mass_g_mol": 852.0,
  "e_lumo_ev": [-4.0, -6.5],
  "largest_force_ha_per_bohr": 0.01565,
  "spin_multiplicity": 5,
  "orbital_gap_ev": [7.2, 5.8],
  "energy_ha": -3276.07994,
  "species": ["Pt", "C", "C", "C", "C", "C", "C", "N", "C", "C", "C", "C", "C", "N", "C", "C", "C", "C", "C", "C", "N", "H", "H", "H", "H", "H", "H", "H", "H", "H", "H", "H", "H", "H", "H", "H", "O", "S", "O", "O", "C", "C", "C", "C", "C", "C", "S", "O", "O", "O", "H", "H", "H", "H", "C", "Si", "C", "C", "C", "Si", "C", "C", "C", "H", "H", "H", "H", "H", "H", "H", "H", "H", "H", "H", "H", "H", "H", "H", "H", "H", "H", "H"],
  "coordinates": [[0.2708, -0.5993, 0.4042], [0.9472, 2.6527, 1.9747], [0.0133, 1.7842, 2.7654], [-0.1922, 2.0491, 4.1173], [-1.0435, 1.2619, 4.8596], [-1.7311, 0.2370, 4.2289], [-1.5037, 0.0252, 2.8896], [-0.6295, 0.7569, 2.1752], [-2.2403, -0.9971, 2.1233], [-3.4209, -1.5676, 2.5548], [-4.0524, -2.4878, 1.7378], [-3.5136, -2.7932, 0.5035], [-2.3412, -2.1710, 0.1098], [-1.7306, -1.3087, 0.9260], [-1.7306, -2.3332, -1.2176], [-2.2084, -3.2561, -2.1140], [-1.6526, -3.3052, -3.3815], [-0.6610, -2.4137, -3.6973], [-0.1815, -1.5187, -2.7414], [0.9489, -0.6221, -3.1290], [-0.7215, -1.4860, -1.5099], [1.2034, 3.5483, 2.5371], [0.4994, 2.9390, 1.0290], [1.8646, 2.1056, 1.7598], [0.3387, 2.8746, 4.5726], [-1.1855, 1.4450, 5.9166], [-2.4132, -0.3977, 4.7818], [-3.8558, -1.2792, 3.5021], [-4.9797, -2.9493, 2.0539], [-4.0178, -3.4870, -0.1536], [-2.9970, -3.9402, -1.8373], [-2.0008, -4.0321, -4.1051], [-0.2091, -2.4122, -4.6801], [1.0153, -0.5494, -4.2119], [1.8829, -1.0329, -2.7481], [0.8336, 0.3724, -2.7111], [3.1925, -3.8058, -0.1963], [1.9159, -3.1993, -0.3516], [1.0213, -3.7924, -1.3176], [1.9903, -1.6887, -0.5063], [1.0116, -3.3172, 1.2021], [0.1606, -4.4187, 1.3028], [-0.5935, -4.5985, 2.4447], [-0.5138, -3.6905, 3.5126], [0.3186, -2.6041, 3.4439], [1.0891, -2.3812, 2.2868], [2.4074, -1.1619, 2.4851], [2.3332, -0.7481, 3.8586], [3.5886, -1.7946, 2.0106], [1.9373, -0.0006, 1.6022], [0.1150, -5.1109, 0.4701], [-1.2461, -5.4627, 2.5235], [-1.0865, -3.8695, 4.4168], [0.4495, -1.9373, 4.2853], [-2.2341, 1.4573, -1.6565], [-0.8763, 2.7160, -1.9278], [-0.6686, 3.1022, -3.7344], [-1.3371, 4.2922, -1.0407], [0.7501, 2.0137, -1.2933], [2.5171, 2.5853, -1.6146], [3.7954, 1.4059, -0.9662], [2.7444, 2.7569, -3.4586], [2.7386, 4.2553, -0.8105], [-3.2216, 1.9294, -1.6848], [-2.1186, 0.9816, -0.6803], [-2.2131, 0.6756, -2.4240], [-1.6366, 3.3819, -4.1672], [-0.2728, 2.2507, -4.2992], [0.0137, 3.9485, -3.8692], [-2.1762, 4.7597, -1.5685], [-0.5065, 5.0068, -1.0329], [-1.6513, 4.1169, -0.0077], [0.6396, 1.1507, -0.5596], [3.7395, 0.4347, -1.4680], [3.6693, 1.2238, 0.1039], [4.7916, 1.8274, -1.1326], [2.4894, 1.8318, -3.9881], [3.7970, 2.9844, -3.6599], [2.1368, 3.5682, -3.8747], [2.8071, 4.1665, 0.2796], [1.9170, 4.9424, -1.0503], [3.6705, 4.7039, -1.1725]],
  "mulliken_charge": [2.264, -0.805, 0.902, -0.972, -1.062, -1.279, 0.903, 0.389, -0.003, -0.648, -1.509, -0.787, 0.134, 0.946, 0.503, -0.586, -1.419, -0.753, 0.230, -0.279, 0.946, 0.525, -0.230, 0.194, 0.517, 0.455, 0.396, 0.547, 0.473, 0.538, 0.490, 0.455, 0.547, 0.616, 0.164, -1.251, -0.697, 1.347, -0.701, -0.418, 0.771, -0.960, -0.647, -0.936, -0.445, -0.605, 1.758, -0.796, -0.702, -0.252, 0.582, 0.467, 0.501, 0.755, -0.674, 0.250, -1.150, -1.085, 0.518, 0.039, -0.770, -1.131, -1.052, 0.576, -0.274, 0.157, 0.408, 0.342, 0.279, 0.386, 0.315, 0.294, 0.111, 0.192, 0.122, 0.554, 0.269, 0.408, 0.321, 0.265, 0.327, 0.429]
}



# 3
{
  "formula": "C34H56BF14IN2O13PS4",
  "method": "ωB97M-V/def2-TZVPD",
  "total_charge": -1,
  "molar_mass_g_mol": 1263.8,
  "e_lumo_ev": 1.8,
  "largest_force_ha_per_bohr": 0.05567,
  "orbital_gap_ev": 6.1,
  "energy_ha": -6071.71199,
  "species": ["C", "C", "C", "F", "C", "C", "C", "C", "F", "F", "C", "F", "F", "C", "F", "F", "C", "F", "F", "C", "F", "F", "C", "F", "F", "F", "O", "B", "I", "C", "C", "O", "N", "C", "C", "O", "C", "C", "N", "P", "O", "O", "H", "H", "H", "H", "H", "H", "H", "H", "H", "H", "H", "H", "H", "H", "H", "H", "H", "H", "H", "H", "H", "H", "H", "H", "C", "C", "C", "S", "O", "O", "C", "H", "H", "H", "H", "H", "H", "H", "H", "C", "C", "C", "S", "O", "O", "C", "H", "H", "H", "H", "H", "H", "H", "H", "C", "C", "C", "S", "O", "O", "C", "H", "H", "H", "H", "H", "H", "H", "H", "C", "C", "C", "S", "O", "O", "C", "H", "H", "H", "H", "H", "H", "H", "H"],
  "coordinates": [[0.1432, 5.1629, -5.8718], [0.4989, 4.9031, -4.3942], [0.4303, 3.4055, -4.0132], [0.6163, 2.6646, -5.1834], [-0.8511, 3.0460, -3.2945], [-2.1650, 3.4126, -4.0386], [-2.2900, 2.6760, -5.3780], [-3.5354, 1.8219, -5.5926], [-4.5002, 2.0412, -4.6742], [-4.1041, 2.1603, -6.8032], [-3.3116, 0.2853, -5.6266], [-4.5178, -0.2820, -5.8881], [-2.9420, -0.1304, -4.4080], [-2.3065, -0.2299, -6.7124], [-1.9363, 0.7501, -7.5666], [-2.9283, -1.1673, -7.4710], [-1.0087, -0.8820, -6.1581], [-0.1360, -0.9374, -7.2080], [-0.4314, -0.1389, -5.2198], [-1.1722, -2.3574, -5.6448], [-0.4248, -2.4849, -4.5315], [-2.4355, -2.6639, -5.3204], [-0.6448, -3.4472, -6.6243], [-1.0532, -4.6461, -6.1398], [-1.1686, -3.3268, -7.8576], [0.6940, -3.4771, -6.6714], [-1.0263, 1.6693, -3.0442], [-1.4623, 1.3435, -1.6865], [-3.7149, 0.9878, -1.4025], [-0.5176, 0.0874, -1.1776], [-1.1575, -1.2592, -1.0513], [-1.7331, -1.8169, -1.9741], [-0.9963, -1.9091, 0.2042], [-1.3617, -3.3241, 0.1378], [-1.7641, -1.2646, 1.2967], [-1.2605, 2.5934, -0.9395], [-0.8791, 3.6071, -1.8033], [0.5242, 4.0365, -1.2518], [1.4122, 2.8754, -1.0621], [-1.9647, 5.1677, -1.5269], [-0.8421, 6.4002, -1.3407], [-2.3946, 4.9529, 0.0266], [-0.2470, 6.1766, -5.9644], [-0.6282, 4.4980, -6.2304], [1.0224, 5.1033, -6.5022], [-0.1859, 5.4914, -3.7966], [1.5327, 5.2091, -4.2774], [1.3042, 3.2129, -3.4074], [-2.9749, 3.2378, -3.3405], [-2.1500, 4.4836, -4.2480], [-2.3133, 3.4071, -6.1790], [-1.4298, 2.0561, -5.5901], [0.2537, -0.0361, -1.9346], [-0.0465, 0.3774, -0.2416], [-0.9027, -3.8451, -0.6926], [-2.4499, -3.4128, 0.0900], [-1.0538, -3.8180, 1.0434], [-2.5446, -0.5909, 0.9570], [-2.1972, -2.0528, 1.8903], [-1.0713, -0.7493, 1.9621], [0.4086, 4.4752, -0.2640], [0.9702, 4.7426, -1.9552], [1.2423, 2.1770, -1.7753], [2.3727, 3.1881, -1.2015], [-0.6766, 6.7563, -2.2160], [-1.5965, 4.9281, 0.5707], [6.3524, 6.1401, -1.0018], [7.0233, 5.2542, -2.0606], [6.1340, 4.0191, -2.2545], [4.4601, 4.5419, -1.8595], [4.0387, 3.8397, -0.6739], [3.6632, 4.5632, -3.0586], [4.8802, 6.2170, -1.3935], [6.8040, 7.1301, -0.9562], [6.4514, 5.6784, -0.0172], [7.0997, 5.8048, -3.0004], [8.0320, 4.9672, -1.7670], [6.1543, 3.6520, -3.2772], [6.3989, 3.2179, -1.5677], [4.2284, 6.5400, -0.5853], [4.7342, 6.8482, -2.2696], [-2.5920, -4.5130, 6.0825], [-1.0892, -4.2058, 6.1378], [-0.8459, -2.9623, 5.2849], [-2.3642, -2.0123, 5.3304], [-2.9321, -1.9781, 4.0093], [-2.1620, -0.7977, 6.0906], [-3.2971, -3.1797, 6.3194], [-2.8844, -5.2545, 6.8267], [-2.8534, -4.9024, 5.0956], [-0.7958, -4.0054, 7.1707], [-0.4903, -5.0424, 5.7804], [-0.0432, -2.3507, 5.6789], [-0.6479, -3.2248, 4.2456], [-4.3378, -3.1713, 6.0033], [-3.2179, -2.8682, 7.3609], [1.9597, 1.0917, 9.3270], [0.8044, 1.5778, 8.4390], [0.8607, 0.7792, 7.1312], [1.6128, -0.7955, 7.5428], [2.8811, -0.9050, 6.8686], [0.6170, -1.8344, 7.4357], [1.9125, -0.4321, 9.2701], [1.8661, 1.4547, 10.3498], [2.9110, 1.4502, 8.9277], [-0.1455, 1.3906, 8.9433], [0.8662, 2.6472, 8.2448], [-0.1282, 0.5953, 6.7127], [1.4939, 1.2611, 6.3889], [2.8349, -0.9136, 9.5862], [1.0701, -0.8229, 9.8403], [0.8633, -8.7008, 2.1711], [-0.5717, -9.2328, 2.2888], [-1.4685, -8.0495, 2.6745], [-0.6714, -6.5788, 2.0105], [-0.2545, -5.7485, 3.1146], [-1.4545, -6.0507, 0.9292], [0.7666, -7.4165, 1.3536], [1.5264, -9.4243, 1.6988], [1.2582, -8.4800, 3.1653], [-0.8896, -9.6375, 1.3260], [-0.6461, -10.0356, 3.0214], [-2.4646, -8.1287, 2.2472], [-1.5371, -7.9297, 3.7544], [1.6354, -6.7700, 1.4498], [0.5701, -7.6269, 0.3029]],
  "mulliken_charge": [-1.342, -0.099, 0.487, -0.455, 0.447, -1.277, -1.867, 0.658, -0.300, -0.397, 0.701, -0.386, -0.091, 0.466, -0.338, -0.332, 0.567, -0.406, -0.053, 0.673, -0.302, -0.300, 0.622, -0.266, -0.235, -0.249, -0.246, 0.970, -0.330, -0.085, -0.576, -0.549, 0.271, -0.975, -0.861, -0.442, 0.564, -0.843, -0.478, 0.002, -0.551, -0.408, 0.416, 0.120, 0.383, -0.417, 0.293, 0.351, 0.852, 0.389, 0.645, 0.704, 0.105, 0.325, 0.364, 0.388, 0.179, 0.074, 0.461, 0.228, 0.742, 0.134, -0.034, 0.385, 0.361, 0.344, -0.596, -0.533, -0.866, 1.342, -0.836, -0.672, -0.848, 0.359, 0.293, 0.293, 0.313, 0.369, 0.376, 0.435, 0.395, -0.539, -0.591, 0.149, 1.085, -0.635, -0.685, -0.829, 0.385, 0.210, 0.291, 0.330, -0.075, 0.179, 0.459, 0.338, -0.578, -0.714, -0.417, 1.052, -0.706, -0.604, -0.750, 0.355, 0.296, 0.307, 0.352, 0.185, 0.405, 0.394, 0.345, -0.572, -0.585, -0.734, 1.253, -0.607, -0.661, -0.837, 0.364, 0.277, 0.286, 0.327, 0.390, 0.311, 0.406, 0.384]
}



# 4
{
  "formula": "C2H10N2O2",
  "method": "ωB97M-V/def2-TZVPD",
  "e_above_lowest_kj_mol": 623.2,
  "total_charge": 0,
  "molar_mass_g_mol": 94.1,
  "e_lumo_ev": -2.5,
  "largest_force_ha_per_bohr": 0.06240,
  "orbital_gap_ev": 6.5,
  "energy_ha": -341.95651,
  "species": ["C", "N", "C", "N", "H", "H", "H", "H", "H", "H", "H", "H", "O", "H", "H", "O"],
  "coordinates": [[0.6167, -1.7658, -0.2835], [0.3265, -0.3888, -0.3830], [-1.0506, 0.0086, 0.6127], [-0.7526, -0.2988, 1.8583], [1.6270, -1.7403, -0.7595], [-0.1328, -2.4253, -0.6862], [0.8269, -1.9634, 0.8065], [1.0863, 0.1402, 0.0785], [-1.7744, -0.6044, 0.0485], [-0.7786, 1.0615, 0.2926], [-0.5095, 0.7057, -2.1052], [-1.3252, 1.8421, -2.6552], [-0.8227, 1.1206, -2.8913], [0.4548, 0.8059, 2.0361], [0.9865, 2.1118, 2.3317], [1.2216, 1.3904, 1.6989]],
  "mulliken_charge": [-0.870, -0.363, -0.419, -0.532, 0.309, 0.309, 0.359, 0.345, 0.425, 0.385, 0.427, 0.299, -0.654, 0.418, 0.309, -0.749]
}



# 5
{
  "formula": "C3H9PSi",
  "method": "ωB97M-V/def2-TZVPD",
  "e_above_lowest_kj_mol": 151.5,
  "total_charge": 0,
  "molar_mass_g_mol": 104.2,
  "e_lumo_ev": [-0.5, -0.5],
  "largest_force_ha_per_bohr": 0.06010,
  "orbital_gap_ev": [6.9, 6.9],
  "energy_ha": -750.39108,
  "species": ["C", "C", "C", "Si", "P", "H", "H", "H", "H", "H", "H", "H", "H", "H"],
  "coordinates": [[-0.2004, -0.2538, -0.2689], [-2.5629, 0.1410, 0.5669], [-1.6321, -0.7093, -0.3108], [3.7382, 0.5167, -0.0155], [1.0482, -1.2540, 0.1469], [0.0025, 0.7194, -0.5505], [-2.3461, 1.1364, 0.3656], [-2.4022, -0.0466, 1.6880], [-3.6017, -0.0219, 0.1839], [-2.0087, -0.6330, -1.3834], [-1.8001, -1.6891, -0.0352], [5.0572, -0.1549, 0.0052], [3.1435, 1.3237, 1.0230], [3.5647, 0.9252, -1.4152]],
  "mulliken_charge": [-0.274, -1.019, -0.483, 0.273, -0.200, 0.358, 0.336, 0.281, 0.293, 0.238, 0.375, -0.061, -0.051, -0.066]
}



# 6
{
  "formula": "C5H3NO",
  "method": "ωB97M-V/def2-TZVPD",
  "e_above_lowest_kj_mol": 260.5,
  "total_charge": 0,
  "molar_mass_g_mol": 93.1,
  "e_lumo_ev": -0.1,
  "largest_force_ha_per_bohr": 0.08289,
  "orbital_gap_ev": 10.4,
  "smiles": "N#CC#CCC=O",
  "energy_ha": -322.19256,
  "species": ["C", "C", "C", "C", "C", "H", "H", "H", "N", "O"],
  "coordinates": [[1.7477, -0.6029, -0.1453], [0.9101, 0.5908, 0.1032], [-0.5326, 0.6473, -0.1641], [-1.6808, 0.2236, -0.0703], [-3.0444, -0.1436, 0.1518], [1.0855, -1.3914, -0.4508], [1.2268, 0.8105, 1.0991], [1.4161, 1.2842, -0.6608], [-4.0623, -0.7466, 0.0146], [2.9338, -0.6719, 0.1227]],
  "mulliken_charge": [0.009, -0.354, 0.518, 0.156, -0.308, 0.374, 0.292, 0.218, -0.428, -0.478]
}